Run a
Entry from the OMol25 dataset: a cluster of 2 separate species, C2H4BrN in total (ωB97M-V/def2-TZVPD).

Last columns: bonded neighbours and bond lengths (Å).
Cartesian coordinates (Å):
1 C 0.5118 -1.3906 -0.7524  C2 1.422, H4 1.007, H5 1.063, H6 1.104
2 C 0.0876 -0.2548 -0.0096  C1 1.422, N3 1.174
3 N -0.3016 0.7034 0.5464  C2 1.174
4 H 1.4422 -1.6316 -0.4529  C1 1.007
5 H 0.3934 -0.9246 -1.7007  C1 1.063
6 H -0.2159 -2.2088 -0.6119  C1 1.104
7 Br -1.3722 3.3451 1.7407  H8 1.379
8 H -0.5452 2.3619 1.2403  Br7 1.379

**Gap between HOMO and LUMO**: 10.486 eV
**LUMO**: 0.51 eV
**Total charge**: 0
**Structure (SMILES)**: CC#N.Br


Run b
Entry from the OMol25 dataset: a cluster of 2 separate species, C2H4BrN in total (ωB97M-V/def2-TZVPD).

Last columns: bonded neighbours and bond lengths (Å).
Cartesian coordinates (Å):
1 C -0.3789 0.0552 -1.1974  N3 1.201, Br4 2.016
2 C 0.6768 -0.4287 1.8079  H5 1.070, H6 1.066, H7 1.033
3 N -0.0075 1.0246 -1.8006  C1 1.201, H8 1.062
4 Br -2.0963 -0.9755 -1.4287  C1 2.016
5 H -0.1251 0.2804 1.8139  C2 1.070
6 H 1.6778 -0.0708 1.8869  C2 1.066
7 H 0.4417 -1.4189 1.6324  C2 1.033
8 H -0.1886 1.5337 -2.7144  N3 1.062

**Gap between HOMO and LUMO (alpha / beta)**: 7.281 / 9.053 eV
**LUMO (alpha / beta)**: -1.45 / 0.25 eV
**Total charge**: 0


We find run a to be the most stable, with the next structure 3.790 eV higher.


Run a
Entry from the OMol25 dataset: a cluster of 2 separate species, C3H9S in total (ωB97M-V/def2-TZVPD).

Last columns: bonded neighbours and bond lengths (Å).
Cartesian coordinates (Å):
1 C -0.1071 1.4119 1.3110  C2 1.594, H3 1.160, H4 1.131, H5 1.069
2 C -0.7577 -0.0407 1.2158  C1 1.594, H6 1.084, H7 1.054, H8 1.107
3 H 0.7965 1.3679 2.0372  C1 1.160
4 H -0.8900 2.1107 1.7321  C1 1.131
5 H 0.3224 1.6730 0.3677  C1 1.069
6 H -1.5094 -0.1941 1.9820  C2 1.084
7 H -1.2064 -0.3134 0.3014  C2 1.054
8 H -0.0175 -0.8561 1.3249  C2 1.107
9 C 0.5881 -0.9549 -1.9697  S10 1.836, H11 1.137, H12 1.080, H13 1.149
10 S 2.0209 -1.3909 -3.0316  C9 1.836
11 H -0.3279 -1.5147 -2.3448  C9 1.137
12 H 0.7388 -1.4648 -1.0301  C9 1.080
13 H 0.3494 0.1662 -1.8959  C9 1.149

**Gap between HOMO and LUMO**: 5.647 eV
**LUMO**: 3.69 eV
**Total charge**: -1


Run b
Entry from the OMol25 dataset: a cluster of 2 separate species, C3H9S in total (ωB97M-V/def2-TZVPD).

Last columns: bonded neighbours and bond lengths (Å).
Cartesian coordinates (Å):
1 S 0.4057 0.7113 -3.1459  H2 1.333
2 H -0.3068 -0.0897 -3.9381  S1 1.333
3 C 0.0115 -0.9917 1.4086  C4 1.534, H6 1.046, H7 1.076, H8 1.137
4 C 0.6302 -0.1095 0.3174  C3 1.534, C5 1.488, H9 1.109, H10 1.133
5 C -0.4261 0.9089 0.0700  C4 1.488, H11 1.079, H12 1.070, H13 1.019
6 H 0.6622 -1.4328 2.0984  C3 1.046
7 H -0.5452 -1.7697 0.9164  C3 1.076
8 H -0.6212 -0.2893 2.0400  C3 1.137
9 H 0.7201 -0.8556 -0.4978  C4 1.109
10 H 1.5389 0.4058 0.7560  C4 1.133
11 H -0.1596 1.5396 -0.7633  C5 1.079
12 H -1.3378 0.3636 -0.0574  C5 1.070
13 H -0.5721 1.6091 0.7956  C5 1.019

**Gap between HOMO and LUMO**: 6.304 eV
**LUMO**: 3.95 eV
**Total charge**: -1


We find run b to be the most stable, with the next structure 0.078 eV higher.


Run a
Entry from the OMol25 dataset: an isolated molecule of C7H9ClS (ωB97M-V/def2-TZVPD).

Last columns: bonded neighbours and bond lengths (Å).
Cartesian coordinates (Å):
1 C 0.6995 -1.3944 0.8592  C2 1.448, H10 1.050, H11 1.149, H12 1.101
2 C 0.4549 -0.6117 -0.3339  C1 1.448, C3 1.542, C4 1.760, H13 1.124
3 C 1.5212 0.4433 -0.6920  C2 1.542, H14 1.041, H15 1.124, H16 1.044
4 C -1.0917 0.2236 -0.2536  C2 1.760, S5 1.674, C8 1.361
5 S -1.0291 1.8883 -0.4224  C4 1.674, C6 1.770
6 C -2.7626 1.9865 -0.0782  S5 1.770, C7 1.361, H17 1.110
7 C -3.2878 0.7466 0.1218  C6 1.361, C8 1.375, H18 1.155
8 C -2.3384 -0.2442 0.0270  C4 1.361, C7 1.375, Cl9 1.751
9 Cl -2.7725 -1.8802 0.4770  C8 1.751
10 H 0.9043 -0.7638 1.6735  C1 1.050
11 H 1.6331 -2.0631 0.8998  C1 1.149
12 H -0.2061 -1.9771 1.0907  C1 1.101
13 H 0.2561 -1.2618 -1.2285  C2 1.124
14 H 2.5210 0.1544 -0.7205  C3 1.041
15 H 1.3899 1.1282 0.1898  C3 1.124
16 H 1.2503 0.8810 -1.6006  C3 1.044
17 H -3.3350 2.9362 -0.1279  C6 1.110
18 H -4.3935 0.4177 0.0670  C7 1.155

**Gap between HOMO and LUMO**: 9.498 eV
**LUMO**: 0.77 eV
**Total charge**: 0
**Structure (SMILES)**: CC(C)c1sccc1Cl


Run b
Entry from the OMol25 dataset: an isolated molecule of C7H9ClS (ωB97M-V/def2-TZVPD).

Last columns: bonded neighbours and bond lengths (Å).
Cartesian coordinates (Å):
1 C 0.9392 -3.1365 0.5398  S2 1.929, H10 1.060, H11 1.049, H12 1.076
2 S -0.6422 -2.2605 -0.1326  C1 1.929, C3 1.771
3 C -0.3801 -0.5095 -0.1509  S2 1.771, C4 1.770, C9 1.488
4 C -1.9229 0.3421 0.0120  C3 1.770, Cl5 1.674, C6 1.412
5 Cl -3.3531 -0.4934 0.2516  C4 1.674
6 C -1.6650 1.7234 0.1490  C4 1.412, C7 1.361, H13 1.106
7 C -0.4819 2.3584 -0.0708  C6 1.361, C8 1.454, H14 1.060
8 C 0.7678 1.7168 -0.4476  C7 1.454, C9 1.512, H15 1.121, H16 0.990
9 C 0.9016 0.2457 -0.1244  C3 1.488, C8 1.512, H17 1.089, H18 1.122
10 H 1.2694 -3.6702 -0.3148  C1 1.060
11 H 0.7531 -3.8017 1.3295  C1 1.049
12 H 1.6832 -2.4059 0.8054  C1 1.076
13 H -2.5273 2.3945 0.3218  C6 1.106
14 H -0.4617 3.4093 -0.2060  C7 1.060
15 H 0.7286 1.8322 -1.5621  C8 1.121
16 H 1.5320 2.2936 -0.1949  C8 0.990
17 H 1.4001 0.0671 0.8268  C9 1.089
18 H 1.4592 -0.1055 -1.0319  C9 1.122

**Gap between HOMO and LUMO (alpha / beta)**: 7.514 / 6.983 eV
**LUMO (alpha / beta)**: 0.45 / 0.08 eV
**Total charge**: 0
**Structure (SMILES)**: CSC1=C(Cl)C=CCC1


We find run a to be the most stable, with the next structure 2.735 eV higher.


Run a
Entry from the OMol25 dataset: an isolated molecule of C2H6N2O2 (ωB97M-V/def2-TZVPD).

Last columns: bonded neighbours and bond lengths (Å).
Cartesian coordinates (Å):
1 C 0.8397 1.0071 0.5218  C2 1.785, H7 1.111, H8 1.112, H9 1.103
2 C -0.0658 -0.1375 -0.5059  C1 1.785, N3 1.414, N4 1.395, H10 1.032
3 N 0.3026 -1.5028 -0.5360  C2 1.414, H11 1.020, H12 0.932
4 N -1.3810 0.0184 -0.0682  C2 1.395, O5 1.179, O6 1.182
5 O -2.0582 0.8468 -0.5636  N4 1.179
6 O -1.7973 -0.7350 0.7417  N4 1.182
7 H 1.2074 0.6082 1.4909  C1 1.111
8 H 1.7384 1.2562 -0.0845  C1 1.112
9 H 0.1864 1.8838 0.6700  C1 1.103
10 H 0.0258 0.2645 -1.4523  C2 1.032
11 H 1.2850 -1.6765 -0.3229  N3 1.020
12 H -0.2830 -1.8331 0.1091  N3 0.932

**Gap between HOMO and LUMO**: 10.414 eV
**LUMO**: 0.39 eV
**Total charge**: 0
**Structure (SMILES)**: C[C@@H](N)[N+](=O)[O-]


Run b
Entry from the OMol25 dataset: an isolated molecule of C2H6N2O2 (ωB97M-V/def2-TZVPD).

Last columns: bonded neighbours and bond lengths (Å).
Cartesian coordinates (Å):
1 C 0.9337 -0.6147 0.4192  C2 1.498, H7 1.204, H8 1.103, H9 1.050
2 C -0.1365 0.1683 -0.2787  C1 1.498, N3 1.269, N5 1.307
3 N 0.1338 1.3745 -0.5645  C2 1.269, O4 1.324
4 O 1.4095 1.7255 -0.5046  N3 1.324, H10 1.143
5 N -1.2161 -0.5197 -0.5440  C2 1.307, O6 1.499, H11 0.940
6 O -2.0601 -1.5903 0.0783  N5 1.499, H12 1.082
7 H 2.0703 -0.4886 0.0429  C1 1.204
8 H 0.8646 -0.1086 1.3962  C1 1.103
9 H 0.5170 -1.5780 0.4484  C1 1.050
10 H 1.3090 2.8641 -0.5134  O4 1.143
11 H -1.8337 -0.0371 -1.0627  N5 0.940
12 H -1.9916 -1.1954 1.0829  O6 1.082

**Gap between HOMO and LUMO**: 8.589 eV
**LUMO**: 0.46 eV
**Total charge**: 0
**Structure (SMILES)**: C/C(=N\O)NO


We find run a to be the most stable, with the next structure 1.970 eV higher.